Here is a 4-piece molecular cluster, C26H47F2I2N3O7S2 overall at a distorted geometry from OMol25. Energies are from ωB97M-V with the def2-TZVPD basis set.

XYZ file:
```
89
Properties=species:S:1:pos:R:3:forces:R:3:mulliken_charge:R:1
I -0.030 6.655 0.061 -0.1 0.0 0.0 0.06
I -3.342 3.850 2.610 0.1 0.2 -0.1 0.05
S -3.625 3.270 -4.868 0.1 0.1 0.1 -0.17
S 2.268 4.596 -3.865 0.4 0.1 -0.1 -0.36
F 0.291 3.631 0.667 0.4 0.1 0.0 -0.35
F -2.729 -0.852 -0.527 0.2 -0.5 -0.2 -0.24
O 5.708 -4.863 -1.339 0.1 0.0 0.1 -0.58
O -1.537 3.505 -0.644 -0.4 0.0 0.3 -0.05
O 4.251 -3.557 5.226 -0.3 0.0 0.1 -0.34
O 4.920 -4.660 7.000 -0.1 -0.1 0.1 -0.57
O -0.132 -2.823 0.288 0.0 0.1 -0.2 -0.54
O 0.442 -3.455 2.296 0.3 0.0 -0.1 -0.32
O 3.584 -4.375 -1.106 0.0 0.1 0.2 -0.34
N -1.145 3.742 -3.119 0.7 -0.7 0.0 0.31
N -0.324 0.504 -0.017 0.1 0.8 0.0 -0.07
N -0.275 3.528 -4.269 1.2 0.9 0.8 -0.70
C -0.399 -2.824 1.462 -0.3 -0.1 0.1 0.74
C -1.499 5.892 1.350 -0.4 -0.5 0.2 0.41
C -4.681 4.763 -4.853 0.3 -0.7 -0.3 -0.28
C -1.666 -2.207 1.996 0.3 0.3 0.2 -0.39
C 5.195 -2.749 3.126 0.1 -0.1 0.1 -1.02
C -4.737 -0.074 -1.436 0.4 0.3 -0.5 -1.74
C 4.341 -2.441 4.338 0.1 0.1 -0.3 -0.21
C -3.231 0.168 -1.324 -0.8 0.6 0.5 0.31
C 0.857 4.004 -4.091 -1.8 -0.7 -0.2 0.60
C 1.473 -4.856 -2.238 0.1 -0.1 -0.1 -1.03
C -1.943 2.563 -2.796 -0.6 1.2 0.5 -0.93
C 6.476 -3.069 6.178 -0.1 0.3 0.2 -0.92
C -2.897 1.506 -0.657 0.2 0.0 0.0 -1.48
C -1.709 2.237 -1.269 0.5 -0.9 -1.0 1.72
C 4.677 -4.546 -1.866 -0.1 -0.1 -0.2 0.74
C -0.421 1.376 -1.204 0.1 -0.5 0.6 -1.81
C -2.247 6.920 2.133 0.2 0.3 0.1 -1.41
C 2.361 -3.810 -1.601 -0.2 0.0 -0.1 -0.06
C -3.424 2.828 -3.106 -0.1 0.0 -0.7 -0.92
C -1.770 4.590 1.422 0.6 0.3 -0.2 -0.55
C 5.158 -3.810 6.191 0.3 0.0 -0.1 0.71
C -1.079 3.485 0.652 -0.7 -0.1 0.2 -0.19
C 0.367 -3.353 3.721 -0.1 -0.1 0.3 -0.14
C 4.564 -4.410 -3.368 0.0 0.4 0.0 -0.93
C -4.281 5.638 -6.027 -0.1 0.3 0.4 -1.19
C -0.604 -4.351 4.314 -0.1 0.0 -0.1 -1.18
H 1.861 -3.395 -0.730 0.1 0.0 0.1 0.10
H -5.087 6.329 -6.247 -0.1 0.2 -0.2 0.38
H 5.523 -4.067 -3.748 0.1 -0.1 0.0 0.31
H -1.731 7.872 2.134 0.0 0.2 -0.1 0.42
H -0.587 -4.296 5.402 0.0 0.0 0.0 0.38
H -2.692 1.285 0.384 0.1 -0.1 0.2 0.31
H -5.091 -0.558 -0.537 -0.1 -0.2 0.1 0.39
H 1.375 -3.572 4.072 0.0 0.0 -0.1 0.07
H -0.360 0.759 -2.093 -0.1 -0.1 -0.2 0.55
H -5.705 4.433 -4.965 -0.3 0.1 0.2 0.36
H 4.678 -1.548 4.867 0.0 0.0 0.0 0.36
H 0.449 2.024 -1.230 0.0 0.3 -0.2 0.68
H -2.472 -2.938 1.943 0.0 0.0 0.0 0.30
H -4.549 5.262 -3.902 -0.1 0.2 0.2 0.30
H -0.224 -0.471 -0.258 0.0 -0.1 0.0 0.00
H -0.333 -5.362 4.011 0.1 0.0 0.0 0.32
H 2.568 -2.975 -2.274 0.1 -0.1 0.0 0.30
H -3.405 6.222 -5.773 0.3 0.1 -0.1 0.29
H -1.624 -4.170 3.974 0.0 0.1 0.1 0.32
H 7.199 -3.650 5.608 0.0 0.0 0.0 0.25
H 6.228 -2.958 3.406 0.0 0.1 0.0 0.29
H -2.750 0.090 -2.294 0.1 -0.2 -0.2 0.24
H -5.262 0.866 -1.550 -0.2 0.2 0.0 0.46
H -3.745 2.179 -0.646 -0.2 0.1 -0.2 0.78
H 0.527 -4.411 -2.545 0.0 0.0 0.0 0.31
H 3.808 -3.699 -3.694 -0.1 -0.1 0.0 0.31
H -1.710 4.565 -3.249 0.0 0.1 -0.4 0.30
H -4.038 1.952 -2.965 0.0 -0.2 0.3 0.29
H 3.317 -2.249 4.021 0.0 -0.1 0.1 0.14
H 6.418 -2.064 5.767 0.0 -0.1 -0.1 0.32
H -4.060 5.055 -6.912 0.0 -0.1 -0.2 0.33
H 5.191 -1.908 2.433 0.0 0.0 0.0 0.36
H -1.593 1.755 -3.424 0.1 -0.3 0.0 0.54
H -4.955 -0.655 -2.325 -0.2 -0.4 0.1 0.35
H 0.465 0.800 0.536 0.2 -0.2 0.1 0.28
H -3.836 3.615 -2.481 0.1 0.2 0.1 0.57
H -2.348 6.605 3.166 -0.1 -0.1 0.2 0.39
H 1.944 -5.308 -3.112 0.0 0.1 0.0 0.37
H 4.347 -5.388 -3.793 0.0 0.0 0.0 0.25
H -1.912 -1.361 1.368 -0.1 0.0 -0.1 -0.40
H 0.144 -2.329 4.023 -0.1 0.0 -0.1 0.43
H 1.269 -5.656 -1.526 0.0 0.0 0.0 0.30
H 4.813 -3.629 2.609 0.0 0.0 0.0 0.32
H -1.575 -1.838 3.016 0.0 -0.2 0.1 0.33
H -1.263 2.540 1.152 0.0 -0.3 -0.1 0.51
H -3.247 7.064 1.736 -0.2 0.0 -0.1 0.32
H 6.825 -2.984 7.204 0.0 -0.2 0.0 0.31
```
Forces are in eV/Å.

## Properties
Calculated total energy (Eh): -3301.238745
Lowest unoccupied orbital energy (eV): -0.140
Total charge: 0
Max |F| (hartree/bohr): 0.0376
Highest occupied orbital energy (eV): -8.73

Here is a single C4H5ClO molecule at a distorted geometry from OMol25. Energies are from ωB97M-V with the def2-TZVPD basis set.

XYZ file:
```
11
Properties=species:S:1:pos:R:3:forces:R:3:nbo_charge:R:1
Cl 1.453 1.509 -0.236 -0.3 0.2 0.1 -0.04
O -0.283 -1.819 -0.554 0.5 1.8 0.4 -0.52
C -2.637 -0.496 0.190 -1.9 -1.0 -0.9 -0.29
C -1.439 -0.130 0.585 1.1 2.3 1.9 -0.33
C -0.186 -0.724 0.010 -0.9 -2.7 0.3 0.52
C 1.218 -0.186 0.251 1.6 -1.0 -1.1 -0.48
H -2.670 -1.422 -0.416 -0.1 0.9 -0.1 0.22
H 1.887 -0.805 -0.467 -1.1 1.0 1.4 0.25
H 1.614 -0.295 1.292 -0.7 0.0 -0.8 0.25
H -1.345 0.638 1.417 0.1 -0.6 -1.5 0.22
H -3.646 -0.006 0.392 1.8 -0.7 0.3 0.22
```
Forces are in eV/Å.

## Properties
Calculated total energy (Eh): -690.798481
Lowest unoccupied orbital energy (eV): -0.097
Total charge: 0
Max |F| (hartree/bohr): 0.0613
Highest occupied orbital energy (eV): -10.11
ΔE to the lowest compared entry with this formula, charge and spin (eV): 0.615

Here is a 2-piece molecular cluster, C4H10OS overall at a distorted geometry from OMol25. Energies are from ωB97M-V with the def2-TZVPD basis set.

XYZ file:
```
16
Properties=species:S:1:pos:R:3:forces:R:3:nbo_charge:R:1
S 1.012 0.799 1.363 -0.2 -0.4 -0.5 0.19
O -1.113 -1.157 -0.518 -0.2 0.8 0.4 -0.67
C -1.826 -0.443 -1.426 -0.1 -0.6 -1.9 0.15
C 1.686 1.528 -0.149 -0.1 0.8 0.4 -0.75
C -3.054 -0.742 -1.847 -0.2 -0.4 0.9 -0.53
C 1.622 -0.890 1.144 -0.1 -0.6 -0.2 -0.77
H -1.287 0.273 -2.047 0.5 -0.2 0.2 0.15
H -0.264 -0.707 -0.436 -0.1 0.0 0.4 0.48
H 2.095 -0.997 0.167 0.4 0.3 0.2 0.22
H -3.756 -1.259 -1.202 0.2 -0.6 -0.2 0.20
H 1.645 2.595 0.071 0.3 0.1 -0.1 0.23
H 2.722 1.224 -0.257 0.1 0.1 -0.2 0.22
H 1.129 1.415 -1.079 -0.1 -0.5 0.1 0.21
H 2.292 -1.154 1.952 0.3 0.0 0.0 0.23
H 0.870 -1.675 1.105 -0.5 0.2 0.3 0.23
H -3.344 -0.588 -2.874 -0.2 1.0 0.2 0.21
```
Forces are in eV/Å.

## Properties
Calculated total energy (Eh): -631.762960
Lowest unoccupied orbital energy (eV): 0.786
Total charge: 0
Max |F| (hartree/bohr): 0.0395
Highest occupied orbital energy (eV): -8.65
ΔE to the lowest compared entry with this formula, charge and spin (eV): 1.680

Here is C9H11AuO6 as an isolated structure at a distorted geometry from OMol25. Energies are from ωB97M-V with the def2-TZVPD basis set.

XYZ file:
```
27
Properties=species:S:1:pos:R:3:forces:R:3:nbo_charge:R:1
Au 0.086 -0.148 -0.566 -0.1 0.6 -1.4 0.81
O -3.083 -0.510 -0.312 3.3 1.3 0.0 -0.34
O -0.134 4.218 -4.552 0.1 -2.7 0.4 -0.47
O 3.278 0.119 -0.521 -3.4 -0.1 -0.6 -0.32
O -0.091 -3.459 -1.016 -0.1 -0.6 -0.5 -0.35
O 0.182 2.170 1.819 -0.2 -1.4 -1.9 -0.35
O -0.097 -1.674 2.131 0.6 -0.7 1.4 -0.11
C -0.712 -1.380 3.385 -1.5 0.3 0.0 -0.14
C 0.996 -2.600 2.259 -0.2 -1.1 -0.2 -0.12
C 2.143 0.093 -0.665 4.9 0.2 0.4 0.46
C 2.252 -1.978 2.860 0.7 0.8 0.2 -0.62
C -0.072 3.088 -4.377 -0.1 2.7 -0.3 0.47
C -2.016 -0.085 -0.298 -4.5 -1.4 -0.3 0.44
C 0.029 -2.353 -0.971 0.1 -1.0 0.9 0.42
C -2.058 -0.718 3.188 -0.1 0.3 -0.1 -0.65
C 0.131 1.407 0.978 0.3 2.1 3.2 0.43
H 1.164 -2.983 1.255 0.1 0.2 0.0 0.23
H 3.072 -2.700 2.834 -0.3 -0.2 -0.1 0.29
H 0.060 -0.354 -2.212 -0.3 0.4 -0.5 -0.14
H -2.696 -1.304 2.517 0.1 0.0 0.3 0.25
H -0.902 -2.315 3.935 0.7 -0.1 -0.1 0.28
H 2.119 -1.688 3.905 -0.2 -0.1 -0.1 0.25
H -0.009 -0.762 3.979 0.1 -0.2 -0.1 0.29
H -2.563 -0.612 4.159 0.2 -0.2 -0.3 0.29
H 0.688 -3.444 2.913 -0.1 0.5 -0.3 0.27
H 2.594 -1.108 2.290 -0.2 -0.1 0.0 0.23
H -1.972 0.287 2.786 0.0 0.2 -0.1 0.23
```
Forces are in eV/Å.

## Properties
Calculated total energy (Eh): -935.770234
Lowest unoccupied orbital energy (alpha / beta) (eV): -7.901 / -12.734
Total charge: +2
<S²>: 2.014
Max |F| (hartree/bohr): 0.0960
Highest occupied orbital energy (alpha / beta) (eV): -15.80 / -17.19
ΔE to the lowest compared entry with this formula, charge and spin (eV): 1.080
Multiplicity: 3